The following is a quantum chemistry calculation of a structure of composition C18H25BF2I4NO10, from OMol25.

net charge	-1
Kohn-Sham gap	6.84	eV
lowest unoccupied orbital energy	1.9	eV
2S+1	1
calculated total energy	-79552.647	eV

Last column: Löwdin charge in e.
Cartesian coordinates (Å):
I -0.43 2.10 3.37  0.787
I 1.42 -0.68 2.25  0.882
I -2.18 -2.68 -2.67  1.035
I -2.05 -2.26 2.26  0.978
F 3.96 5.44 -3.72  0.058
F -4.44 5.34 6.13  0.063
O 1.82 2.76 -4.05  0.068
O -4.31 3.21 3.43  0.041
O 0.56 -0.86 -2.15  -0.018
O 0.16 3.70 -5.25  0.185
O -1.23 0.10 -1.03  -0.059
O -5.42 1.43 4.26  0.194
O -4.91 3.20 5.57  0.124
O 3.73 -4.84 -0.87  -0.151
O 1.87 4.95 -4.45  0.120
O 0.93 -2.56 -0.62  -0.096
N -0.90 0.71 -3.44  0.112
C 2.84 4.71 -3.45  -0.317
C 1.18 3.78 -4.65  -0.544
C 3.08 3.22 -3.57  -0.049
C -0.26 0.00 1.18  -0.751
C -0.66 -0.75 -0.13  -0.517
C -4.93 2.50 4.39  -0.544
C 0.68 -1.21 -0.83  -0.461
C -3.99 4.50 3.93  -0.060
C -2.26 -2.75 -0.58  -0.798
C -3.19 -3.85 -0.12  -0.277
C 2.27 -2.92 -0.83  -0.194
C -2.24 1.55 1.03  -0.137
C 4.42 -5.21 0.30  -0.287
C -3.99 4.26 5.43  -0.318
C 2.38 -4.41 -0.64  -0.171
C 4.64 -4.09 1.31  -0.084
C -0.96 1.03 1.63  -0.814
C -1.61 -1.93 0.22  -0.566
B -0.19 0.44 -2.14  -0.797
H 4.93 -3.17 0.80  0.077
H -3.03 3.95 5.84  0.167
H 5.46 -4.37 1.97  0.070
H -3.64 -4.34 -0.97  0.017
H 3.77 -3.90 1.93  0.069
H 2.92 -2.40 -0.11  0.093
H 0.52 1.38 -1.77  0.110
H 2.61 -2.66 -1.83  0.140
H 5.39 -5.57 -0.04  0.112
H 2.44 5.03 -2.49  0.171
H 1.49 -0.60 -0.40  0.086
H 2.06 -4.71 0.36  0.127
H 1.75 -4.92 -1.37  0.131
H 3.91 -6.05 0.78  0.115
H -4.00 -3.42 0.47  0.042
H -2.71 2.27 1.69  0.017
H -0.76 -0.03 -4.11  0.025
H -2.01 2.04 0.08  0.091
H 3.32 2.73 -2.63  0.142
H -2.93 0.74 0.81  0.085
H -3.03 4.83 3.54  0.130
H -4.77 5.21 3.66  0.143
H -2.65 -4.58 0.48  0.054
H 3.86 3.01 -4.30  0.142
H -0.66 1.59 -3.87  0.006

The following is a quantum chemistry calculation of a cluster of 2 separate species, C18H25BrN11O5 in total, from OMol25.

net charge	+1
Kohn-Sham gap	7.58	eV
lowest unoccupied orbital energy	-2.7	eV
2S+1	1
calculated total energy	-115734.632	eV

Last column: Löwdin charge in e.
Cartesian coordinates (Å):
Br -2.91 1.90 -2.50  0.738
O -3.68 -0.83 5.71  0.091
O -5.60 3.63 -1.46  0.047
O 3.95 2.18 -0.39  0.012
O -4.73 0.42 4.26  0.077
O 4.43 -2.71 -0.77  0.067
N -5.68 -3.86 3.76  0.021
N 0.82 2.84 0.64  0.223
N -0.73 1.24 0.41  0.225
N -5.54 0.84 0.46  0.013
N 5.10 0.71 -1.67  0.117
N -5.70 -3.26 2.53  0.133
N 1.52 0.75 0.20  0.112
N -3.50 -0.40 -0.07  0.125
N 5.73 -2.15 -2.48  0.048
N -4.42 -0.68 4.74  -0.339
N -6.26 1.97 -0.03  0.177
C -5.45 2.51 -1.01  -0.535
C 1.71 -1.01 -1.57  -0.152
C 6.25 -1.32 -3.57  -0.058
C -4.94 -1.83 4.14  -0.118
C 4.91 1.92 -1.12  -0.504
C 1.45 -0.70 -0.08  -0.129
C -4.30 1.65 -1.21  -0.552
C -5.90 -0.05 1.46  0.090
C 5.93 2.98 -1.45  0.018
C 4.22 -0.43 -1.38  -0.191
C -3.86 -1.27 0.86  -0.024
C -5.20 -3.02 4.75  0.035
C 4.81 -1.85 -1.55  -0.456
C 2.92 -0.28 -2.19  -0.123
C -5.28 -2.04 2.75  -0.241
C 0.53 1.60 0.42  -0.480
C -4.39 0.65 -0.29  -0.306
C -5.05 -1.11 1.68  -0.150
H -5.98 -4.83 3.92  0.170
H 6.65 -1.97 -4.35  0.099
H -3.21 -2.12 1.05  0.127
H 2.44 1.17 0.15  0.097
H 5.46 -0.71 -4.01  0.087
H -1.45 1.92 0.56  0.117
H 1.85 -2.09 -1.67  0.118
H -5.06 -3.26 5.81  0.146
H 4.00 -0.37 -0.32  0.137
H -6.72 2.63 0.59  0.180
H 5.91 0.57 -2.25  0.109
H 3.07 -0.66 -3.20  0.120
H 6.04 -3.11 -2.44  0.152
H 5.66 3.91 -0.96  0.090
H 2.65 0.77 -2.27  0.114
H 1.79 3.13 0.60  0.125
H -6.80 0.10 2.06  0.157
H 7.07 -0.69 -3.21  0.081
H 0.82 -0.74 -2.14  0.115
H 6.91 2.67 -1.09  0.092
H 0.48 -1.11 0.20  0.115
H 0.10 3.52 0.82  0.134
H 5.96 3.13 -2.53  0.091
H -0.99 0.30 0.18  0.090
H 2.20 -1.21 0.52  0.124

The following is a quantum chemistry calculation of a structure of composition C18H25BrNO9S2, from OMol25.

net charge	-1
Kohn-Sham gap	7.78	eV
lowest unoccupied orbital energy	1.7	eV
2S+1	1
calculated total energy	-130697.221	eV

Last column: Löwdin charge in e.
Cartesian coordinates (Å):
Br -3.19 5.11 -2.79  0.651
S 0.01 5.42 -4.09  0.579
S 2.71 4.57 -3.97  0.628
O 0.28 -3.55 0.21  -0.010
O -1.70 -5.89 4.51  0.106
O -1.96 -3.91 0.27  0.117
O -0.64 4.21 -4.77  -0.436
O -0.81 6.62 -4.56  -0.444
O 3.16 1.87 -3.73  -0.118
O 3.00 4.73 -2.48  -0.413
O -1.79 -4.35 6.18  0.030
O 4.04 4.83 -4.67  -0.420
N 1.61 5.72 -4.60  -0.328
C 1.43 1.72 -1.76  0.007
C -0.84 -4.22 0.60  -0.478
C -1.97 -4.78 4.90  -0.470
C 0.67 0.92 -0.68  -0.064
C 2.28 2.80 -4.41  -0.237
C -2.31 -3.02 6.31  -0.165
C 2.75 -0.43 -2.57  0.009
C 2.01 -1.24 -1.45  -0.072
C 0.97 -0.58 -0.49  -0.084
C -0.22 5.37 -2.25  -0.295
C 0.95 -5.08 1.84  -0.155
C -0.47 -5.41 1.44  -0.080
C -1.57 4.63 -1.76  -0.737
C -2.58 -3.68 4.06  -0.071
C -1.77 5.07 -0.21  -0.174
C 1.44 -4.25 0.68  -0.174
C 2.48 1.10 -2.75  -0.175
C -2.32 -2.46 4.91  -0.158
H -3.65 -3.88 3.94  0.143
H -0.52 -6.31 0.82  0.139
H -3.32 -3.08 6.74  0.128
H -2.67 4.56 0.28  0.070
H -1.90 6.22 -0.24  0.079
H 1.57 -5.97 2.03  0.121
H 0.65 4.89 -1.67  0.079
H -3.06 -1.66 4.76  0.122
H -1.12 -5.50 2.30  0.092
H -0.29 6.47 -1.89  0.119
H -1.36 3.50 -1.78  0.093
H 3.49 -1.01 -3.22  0.089
H 1.84 -4.86 -0.14  0.130
H -2.09 -3.61 3.09  0.110
H -1.67 -2.44 6.98  0.127
H -0.10 1.46 -0.02  0.087
H 1.22 2.83 -1.90  0.068
H 0.95 -4.48 2.76  0.120
H -1.33 -2.05 4.67  0.123
H 1.17 2.56 -4.30  0.104
H 2.21 -2.36 -1.29  0.068
H 2.51 2.72 -5.54  0.138
H 0.43 -1.16 0.32  0.070
H 2.20 -3.53 0.99  0.127
H -0.81 4.85 0.40  0.085

The following is a quantum chemistry calculation of a cluster of 9 separate species, C18H25Cl26I2NO3 in total, from OMol25.

Kohn-Sham gap	8.71	eV
lowest unoccupied orbital energy	0.0	eV
2S+1	1
calculated total energy	-368482.203	eV

Last column: Löwdin charge in e.
Cartesian coordinates (Å):
I -2.45 1.51 -2.97  0.762
I 1.82 4.11 -0.12  0.899
Cl -1.07 6.29 -0.73  0.568
Cl 4.47 3.25 3.25  0.549
Cl 2.42 1.13 -8.35  0.520
Cl 0.67 -2.10 7.26  0.489
Cl 1.85 -1.69 -7.93  0.473
Cl -0.84 -3.82 1.26  0.528
Cl -4.78 -1.78 2.24  0.525
Cl 1.32 0.72 6.88  0.527
Cl -4.68 3.70 0.07  0.562
Cl 3.40 1.20 -3.50  0.537
Cl -1.78 -3.55 -1.48  0.578
Cl 2.28 -7.01 -6.05  0.525
Cl -5.53 -4.14 0.71  0.554
Cl 0.11 -5.08 -6.17  0.524
Cl 2.18 -1.18 -2.35  0.590
Cl 1.02 0.05 -4.70  0.520
Cl -1.59 -6.18 -0.26  0.532
Cl 6.27 2.12 1.26  0.528
Cl -5.73 -1.50 -0.50  0.552
Cl 2.29 -4.43 8.40  0.490
Cl -0.33 0.24 -8.04  0.514
Cl 5.33 0.48 3.47  0.525
Cl 3.65 -7.00 8.41  0.520
Cl 2.86 -4.19 -6.47  0.485
Cl -1.46 -0.12 7.13  0.519
Cl 1.96 -6.26 6.16  0.519
O -0.84 2.92 -0.32  -0.304
O -0.07 2.37 3.04  -0.173
O -0.22 1.07 3.49  -0.064
N 2.35 1.25 0.51  -0.002
C 2.52 -0.30 -3.84  -1.492
C -2.26 -0.57 -0.56  -0.230
C -2.95 4.31 0.00  -0.560
C -3.92 6.45 -1.20  -0.137
C -5.87 -2.43 1.00  -1.512
C -0.19 1.72 0.20  -0.298
C -2.72 5.56 -0.60  -0.623
C 5.80 2.11 2.96  -1.530
C -1.78 3.46 0.63  -0.240
C 0.01 0.77 -1.06  -0.241
C 1.22 2.18 0.81  -0.661
C 1.22 2.43 2.40  -0.221
C 3.07 -5.67 7.40  -1.535
C 0.15 -0.57 6.54  -1.543
C -1.93 -4.47 0.03  -1.527
C 1.27 -0.18 -8.66  -1.531
C -1.33 0.15 -1.66  -0.727
C 1.71 -5.50 -6.78  -1.536
H 3.92 -5.22 6.91  0.016
H 0.71 -0.13 -0.85  0.044
H -2.25 2.70 1.33  0.118
H 3.15 1.62 1.06  0.028
H 0.09 -0.70 5.46  -0.004
H 6.65 2.42 3.56  0.015
H -3.53 7.43 -1.63  0.067
H -0.99 -0.71 -2.35  0.046
H -4.54 5.90 -1.97  0.075
H 1.20 -0.32 -9.73  0.014
H -2.81 0.17 0.11  0.067
H -4.55 6.73 -0.29  0.085
H -2.93 -1.36 -1.02  -0.005
H -1.53 -1.16 0.10  0.052
H -0.84 1.16 0.95  0.133
H 1.91 1.64 2.86  0.119
H -2.95 -4.38 0.39  -0.059
H 3.15 -0.92 -4.48  0.012
H -1.19 4.18 1.30  0.121
H 1.64 -5.65 -7.86  0.017
H -6.89 -2.34 1.37  0.016
H 1.66 3.47 2.60  0.072
H 2.61 1.49 -0.46  0.015
H -1.14 0.79 3.32  0.118
H 0.53 1.35 -1.90  0.095

The following is a quantum chemistry calculation of a cluster of 12 separate species, C18H25Cl33O5 in total, from OMol25.

Kohn-Sham gap	9.68	eV
lowest unoccupied orbital energy	0.2	eV
2S+1	1
calculated total energy	-442546.107	eV

Last column: Löwdin charge in e.
Cartesian coordinates (Å):
Cl 8.27 8.15 0.63  0.552
Cl -4.55 -4.58 3.02  0.574
Cl -8.57 -9.10 5.60  0.529
Cl 3.43 2.36 4.01  0.546
Cl 4.29 6.12 3.00  0.521
Cl 0.89 2.73 2.67  0.581
Cl 7.05 6.15 3.89  0.529
Cl -8.30 -6.26 5.10  0.520
Cl -5.08 -5.40 5.75  0.525
Cl -4.86 -2.58 5.09  0.605
Cl -1.98 -3.88 -5.01  0.515
Cl 4.21 3.10 -6.77  0.497
Cl 3.37 3.18 1.24  0.438
Cl -2.79 -5.55 -7.24  0.530
Cl 0.23 2.24 -2.57  0.555
Cl 6.17 0.98 0.34  0.513
Cl -5.14 -5.68 -1.00  0.537
Cl -9.16 -7.20 7.71  0.529
Cl -2.56 -6.11 0.26  0.550
Cl 1.36 6.72 -2.90  0.539
Cl 6.59 3.92 -5.32  0.520
Cl 1.64 5.49 -0.29  0.529
Cl 2.86 1.67 -1.49  0.543
Cl -4.75 -3.89 -5.88  0.525
Cl 2.60 2.83 -4.13  0.505
Cl 6.22 4.73 -8.09  0.526
Cl 6.60 0.07 3.06  0.539
Cl 5.85 7.39 -0.78  0.546
Cl 4.20 -0.73 1.63  0.579
Cl 7.85 9.03 -2.10  0.537
Cl -2.70 -5.22 -2.49  0.551
Cl -1.00 6.09 -1.33  0.535
Cl 6.25 4.39 1.72  0.483
O 0.12 -2.22 -0.16  0.058
O 0.42 -2.69 1.94  0.209
O -1.54 -2.23 -1.67  -0.090
O -4.03 -1.27 0.24  -0.148
O 0.24 -0.62 1.48  0.002
C 5.92 -0.34 1.49  -1.517
C -3.47 -6.21 -1.25  -1.493
C -1.21 -2.70 -0.42  -0.195
C 2.57 2.23 2.49  -1.522
C -3.06 -4.02 -6.40  -1.533
C 0.34 0.31 0.37  -0.090
C -2.94 -2.04 -1.82  -0.209
C 5.93 3.46 -6.89  -1.544
C -5.37 -4.17 4.52  -1.508
C 1.92 2.75 -2.51  -1.518
C -3.50 -0.87 -1.02  -0.178
C -3.51 -0.56 1.35  -0.249
C 7.58 7.74 -0.94  -1.531
C 0.27 -1.90 1.13  -0.693
C 5.98 5.95 2.51  -1.561
C 0.69 6.60 -1.28  -1.522
C -3.50 -1.46 2.61  -0.122
C -8.15 -7.54 6.30  -1.558
H -3.48 -7.24 -1.58  0.016
H -0.36 0.07 -0.42  0.065
H -1.87 -2.35 0.38  0.134
H 1.37 0.37 0.01  0.021
H 2.57 1.19 2.18  -0.061
H -4.10 -1.03 3.40  0.005
H -6.44 -4.13 4.32  -0.012
H -4.12 0.34 1.50  0.118
H -2.72 -0.11 -0.96  0.123
H 6.42 -1.22 1.11  0.013
H 6.20 6.73 1.79  -0.089
H -3.87 -2.44 2.30  -0.014
H -3.52 -2.94 -1.64  0.073
H 6.44 2.57 -7.22  0.012
H -2.48 -0.22 1.20  0.094
H -2.85 -3.21 -7.08  0.012
H 1.95 3.74 -2.08  -0.078
H -3.10 -1.78 -2.87  0.114
H 8.07 6.84 -1.30  0.016
H 0.07 1.29 0.79  0.038
H -4.32 -0.44 -1.60  0.126
H -1.20 -3.79 -0.37  0.091
H -7.12 -7.58 6.63  -0.006
H 0.73 7.58 -0.82  0.014
H -2.47 -1.61 2.92  0.077

The following is a quantum chemistry calculation of an isolated molecule of C18H25N3O3, from OMol25.

Kohn-Sham gap	8.71	eV
lowest unoccupied orbital energy	0.6	eV
2S+1	1
calculated total energy	-29681.208	eV

Last column: Löwdin charge in e.
Cartesian coordinates (Å):
O 3.53 1.74 0.97  -0.083
O 0.98 1.33 -2.40  0.132
O -0.40 -1.90 0.19  0.133
N -1.62 1.31 3.55  -0.220
N 0.57 -0.47 -1.22  0.085
N 1.11 1.21 1.14  0.029
C -1.38 -1.83 -4.04  -0.034
C 0.14 -0.84 0.02  -0.304
C 0.54 -3.32 -3.69  -0.057
C 2.47 -2.72 -2.16  -0.007
C -0.01 -0.44 2.49  -0.152
C 1.09 0.80 -1.32  -0.379
C 0.29 -1.27 -2.31  -0.114
C 3.05 1.67 -0.37  -0.169
C -0.37 0.45 3.70  -0.148
C -0.97 -1.00 -3.00  -0.139
C -0.06 0.26 1.21  -0.313
C 1.04 -2.43 -2.72  -0.112
C -1.96 0.12 -2.60  -0.001
C -1.42 1.12 1.12  -0.073
C 1.54 1.76 -0.23  -0.163
C -2.36 1.49 4.81  -0.087
C -0.60 -3.00 -4.33  -0.076
C -1.77 2.02 2.32  -0.195
H -2.13 2.45 5.36  0.084
H 3.10 -1.84 -2.11  0.068
H 2.42 -2.99 -1.14  0.067
H 3.02 -3.38 -2.70  0.038
H -3.47 1.46 4.70  0.083
H 2.81 1.35 1.47  0.021
H -0.97 2.80 2.42  0.116
H -1.34 1.71 0.29  0.067
H -1.72 0.71 -1.74  0.045
H -2.33 0.49 1.00  0.137
H -0.79 -1.31 2.53  0.165
H 1.09 -4.15 -4.06  0.103
H -1.01 -3.38 -5.23  0.094
H 3.28 0.64 -0.62  0.123
H 0.96 2.02 1.90  0.173
H -2.15 0.70 5.51  0.057
H 0.95 -0.79 2.72  0.107
H -2.94 -0.27 -2.46  0.073
H -1.82 0.71 -3.46  0.076
H 0.55 1.14 3.90  0.136
H 1.14 2.71 -0.47  0.140
H -2.74 2.49 2.20  0.125
H -2.21 -1.53 -4.66  0.106
H 3.44 2.49 -0.97  0.136
H -0.55 -0.29 4.48  0.108

The following is a quantum chemistry calculation of an isolated molecule of C18H25N3O4, from OMol25.

Kohn-Sham gap	8.70	eV
lowest unoccupied orbital energy	0.6	eV
2S+1	1
calculated total energy	-31734.247	eV

Last column: Löwdin charge in e.
Cartesian coordinates (Å):
O 2.09 -0.84 -3.35  0.118
O -3.96 -2.08 3.54  -0.083
O -0.80 0.90 -0.29  0.092
O -1.23 -3.14 -2.40  0.088
N 2.43 0.48 -1.50  0.171
N 0.36 -0.16 -1.96  0.093
N -1.86 -1.68 -0.76  0.141
C -3.82 -0.70 3.77  -0.092
C -3.51 -2.60 2.37  -0.276
C 1.23 3.18 -1.95  -0.242
C 1.70 2.66 -0.59  -0.121
C 4.48 0.85 0.93  -0.104
C 3.16 1.16 1.63  -0.244
C -3.69 -3.98 2.20  -0.019
C -3.26 -4.59 1.04  -0.073
C 0.23 0.64 -0.87  -0.381
C -1.29 -2.03 -1.93  -0.432
C 1.63 1.13 -0.49  -0.357
C -2.65 -3.86 0.03  -0.022
C -2.89 -1.87 1.37  0.039
C 1.71 -0.24 -2.39  -0.478
C -0.70 -0.81 -2.68  -0.005
C -2.46 -2.50 0.20  -0.207
C 1.93 0.60 0.93  -0.119
C 1.42 4.69 -2.05  -0.103
H 4.60 1.44 0.02  0.058
H -2.77 -0.40 3.78  0.094
H -1.50 -0.09 -2.88  0.143
H 4.54 -0.21 0.67  0.079
H -4.36 -0.12 3.02  0.096
H 0.85 5.20 -1.27  0.075
H 1.79 2.69 -2.75  0.115
H 0.17 2.94 -2.08  0.113
H -3.40 -5.65 0.91  0.106
H 3.19 0.72 2.63  0.110
H -1.81 -0.69 -0.50  0.101
H -4.25 -0.52 4.75  0.092
H -2.31 -4.34 -0.87  0.097
H -2.73 -0.80 1.47  0.106
H 2.73 2.98 -0.43  0.118
H 3.42 0.60 -1.59  0.151
H -4.17 -4.53 2.99  0.114
H -0.27 -1.17 -3.62  0.135
H 2.47 4.96 -1.94  0.073
H 5.31 1.09 1.58  0.074
H 1.07 5.05 -3.02  0.071
H 1.08 3.08 0.20  0.136
H 2.01 -0.49 0.87  0.133
H 1.05 0.83 1.54  0.122
H 3.06 2.24 1.76  0.103

The following is a quantum chemistry calculation of an isolated molecule of C18H25N3O5, from OMol25.

Kohn-Sham gap	8.12	eV
lowest unoccupied orbital energy	-0.1	eV
2S+1	1
calculated total energy	-33776.999	eV

Last column: Löwdin charge in e.
Cartesian coordinates (Å):
O -5.31 1.38 -0.43  -0.040
O -1.80 -3.92 0.26  0.068
O -3.23 0.82 -1.08  -0.039
O -0.69 -3.96 -1.58  0.084
O 3.67 -1.61 -0.97  0.066
N -2.48 -1.29 0.84  -0.070
N -1.04 -3.42 -0.56  -0.362
N 3.33 0.63 -0.93  0.066
C 6.29 -0.38 0.95  -0.101
C 1.54 -0.82 -0.27  -0.128
C 2.94 -0.66 -0.75  -0.458
C 0.82 -1.93 -0.67  0.076
C -4.65 -0.93 -0.25  -0.043
C 5.42 1.72 -0.20  -0.200
C -0.49 -2.14 -0.25  -0.077
C -4.23 0.53 -0.12  -0.504
C -0.37 -0.12 1.03  0.006
C -4.77 2.57 -0.97  -0.143
C -3.38 2.16 -1.50  -0.138
C 4.68 0.98 -1.32  -0.185
C -3.11 -0.51 1.88  -0.132
C -1.16 -1.19 0.56  -0.138
C 0.93 0.07 0.62  -0.018
C 5.51 0.92 1.10  -0.262
C -3.43 -1.84 -0.11  -0.132
C -3.70 0.79 1.32  -0.045
H -2.93 -1.91 -1.08  0.134
H 5.75 -1.08 0.31  0.054
H 4.91 2.67 0.01  0.104
H -4.69 3.34 -0.19  0.122
H 5.19 0.05 -1.56  0.115
H 1.30 -2.67 -1.30  0.135
H -3.91 -1.13 2.30  0.133
H 6.42 1.95 -0.55  0.110
H 4.64 1.62 -2.21  0.120
H -5.45 2.92 -1.75  0.125
H 7.27 -0.19 0.51  0.075
H -2.95 1.58 1.28  0.118
H -2.40 -0.31 2.68  0.123
H -2.59 2.79 -1.09  0.121
H -5.41 -1.13 0.51  0.129
H 1.48 0.91 1.02  0.113
H 6.43 -0.85 1.92  0.071
H -5.11 -1.08 -1.23  0.135
H 5.99 1.54 1.86  0.103
H -3.33 2.18 -2.59  0.125
H -4.54 1.13 1.93  0.131
H 4.50 0.69 1.46  0.096
H 2.69 1.38 -0.75  0.134
H -0.81 0.61 1.70  0.102
H -3.73 -2.85 0.19  0.123

Results for highest occupied orbital energy: -4.981 -10.294 -6.047 -8.704 -9.511 -8.099 -8.152 -8.215 (in eV, following the order of the records).